# C8H18AlF3O4

A molecular structure, C8H18AlF3O4 at a distorted geometry (ωB97M-V/def2-TZVPD, the OMol25 dataset).

Each line ends with the natural charge from an NBO analysis.
Atoms and positions in Å:
Al1 -0.709 -1.965 1.248  1.016
C1 0.811 1.634 2.713  0.193
O1 0.546 2.000 1.337  -0.227
O2 0.423 0.371 2.714  -0.203
C2 2.272 2.038 3.073  0.971
F1 2.679 1.341 4.144  -0.254
F2 3.121 1.743 2.104  -0.265
F3 2.417 3.317 3.378  -0.263
C3 -0.056 3.275 1.202  -0.147
C4 -0.108 3.748 -0.230  -0.637
H1 -1.044 3.523 -0.737  0.256
H2 0.029 4.833 -0.234  0.274
H3 0.801 3.355 -0.692  0.242
H4 0.458 4.102 1.725  0.282
H5 -1.069 3.301 1.629  0.257
H6 0.111 2.218 3.340  0.373
C5 -3.725 -4.724 -1.639  -0.634
C6 -3.055 -3.356 -1.486  -0.071
O3 -2.978 -3.071 -0.077  -0.789
H7 -4.146 -4.881 -2.629  0.243
H8 -4.527 -4.816 -0.905  0.216
H9 -3.001 -5.491 -1.366  0.221
H10 -3.651 -2.544 -1.909  0.180
H11 -2.073 -3.376 -1.957  0.181
H12 -3.883 -2.850 0.175  0.497
C7 2.134 0.033 -2.461  -0.660
C8 2.596 -0.367 -1.072  -0.069
O4 1.575 -1.192 -0.475  -0.753
H13 2.510 -0.639 -3.234  0.239
H14 2.538 0.996 -2.781  0.241
H15 1.047 0.067 -2.499  0.219
H16 2.818 0.458 -0.396  0.180
H17 3.460 -1.041 -1.074  0.205
H18 1.675 -2.039 -0.931  0.485

Results
* LUMO level: -0.4985 Eh
* calculated total energy: -1157.72112 a.u.
* net charge: +2
* highest occupied orbital energy: -0.6026 Eh
* largest force on an atom: 4.79 eV/A
* relative energy (zero: lowest compared OMol25 entry of this formula, charge and spin): 93.36 kcal/mol
* orbital gap: 0.1041 Eh